Below is 2 unconnected molecules or ions with the total composition C17H24N10O3 in a non-equilibrium geometry, with properties calculated with the ωB97M-V functional and the def2-TZVPD basis.

Results
LUMO energy	-6.221	eV
HOMO level	-0.5164	Ha
frontier orbital gap	7.830	eV
total charge	+2

Last column: Mulliken charge in e.
Cartesian coordinates (Å):
O -1.8375 -0.1337 2.3091  -0.761
O 5.2630 3.0060 1.2714  -0.711
O 2.0844 1.4878 -1.8181  -0.681
N -6.4922 -3.7910 -2.0759  -0.119
N -7.3311 -3.9664 -3.0223  -0.498
N -7.2372 -1.7474 -2.5873  -0.452
C -3.0401 0.0758 2.1413  0.625
C 5.4939 2.3862 0.2425  0.710
C 3.0649 0.8256 -2.1427  -0.138
C -6.4384 -2.4336 -1.8142  0.308
C 1.7146 -0.3322 1.0877  -0.555
C 3.0024 0.1134 0.9808  0.349
C 2.0468 1.1981 2.6610  -0.399
C -4.9255 0.1326 0.5133  -0.573
C -3.6741 -1.9216 0.7473  -0.605
C -5.7551 -0.4773 -0.4293  -0.862
C -4.5223 -2.5355 -0.1884  -0.679
C -3.8707 -0.5777 1.1193  0.760
C -5.5681 -1.8175 -0.7953  0.591
N -7.7817 -2.7315 -3.3381  0.257
N 1.1297 0.3493 2.1390  0.161
N 3.0613 0.1294 -3.2827  -0.122
N 4.4697 2.0547 -0.5382  -0.073
N -3.6464 0.9576 3.0326  -0.252
N 3.1963 1.0702 1.9686  0.125
C 6.8825 1.8620 -0.0565  -1.156
C 4.1320 -0.7117 -3.8254  -0.829
C 4.0031 -0.3043 -0.0842  -0.844
C 4.2702 0.7525 -1.1847  0.115
N -2.9874 1.5560 4.1928  -0.312
H 1.2350 -1.0559 0.4369  0.414
H 1.8890 1.9037 3.4717  0.404
H -5.1116 1.1791 0.7422  0.425
H -2.8734 -2.5073 1.1942  0.440
H -6.5553 0.0978 -0.8917  0.474
H -4.3635 -3.5785 -0.4584  0.480
H -8.4839 -2.5711 -4.0643  0.261
H 0.1502 0.2455 2.4070  0.305
H 2.2317 0.2442 -3.8473  0.315
H 3.6365 2.6195 -0.4337  0.293
H -4.6663 1.0268 2.9165  0.279
H 4.0285 1.6631 2.0621  0.243
H 6.9539 0.8099 0.2091  0.241
H 7.6089 2.4321 0.5240  0.357
H 7.1006 1.9948 -1.1154  0.361
H 4.9991 -0.1007 -4.0872  0.308
H 3.7834 -1.2122 -4.7322  0.329
H 4.4300 -1.4759 -3.1053  0.263
H 3.6662 -1.2318 -0.5519  0.430
H 4.9437 -0.5336 0.4190  0.366
H 5.1593 0.4806 -1.7539  0.555
H -2.0956 1.0813 4.3649  0.315
H -3.5674 1.4595 5.0346  0.388
H -2.8060 2.5535 4.0356  0.375

Cartesian forces, eV/Å:
O -0.4747 0.1204 0.0824
O 0.0222 0.6565 0.5630
O 0.2906 0.1129 0.4036
N 0.5634 0.5743 0.6229
N -0.5311 1.5567 -0.3585
N -0.8947 -1.0642 -1.1271
C 2.5848 -0.4748 0.8427
C 1.2684 -0.6675 1.3605
C -0.6807 0.6290 0.4586
C 0.2834 -0.8459 0.1763
C 0.6711 0.2807 -0.0143
C -0.2363 -0.2729 -0.8764
C 0.0986 -0.2751 -0.6325
C -0.2928 -0.3770 -0.1843
C -0.1887 -0.0925 -0.2096
C 0.1904 0.1716 0.1699
C 0.2182 0.3794 0.2453
C -1.0775 0.1922 -0.4279
C 0.3789 0.1199 0.3298
N 0.4616 0.0414 0.6151
N 0.9583 0.4292 0.0015
N 0.5249 -0.6931 -0.4827
N -1.3779 -0.6318 -2.0718
N -1.4540 0.2909 -0.0470
N -1.4669 -0.6426 0.0472
C -0.2640 0.5679 -0.3442
C 0.0848 0.2682 0.1271
C 0.0132 0.0120 0.4709
C 0.0983 0.5289 -0.0499
N -0.9210 -0.5893 -1.4892
H -0.1729 0.2670 0.4582
H 0.0475 -0.3089 -0.2471
H 0.0945 -0.0751 -0.0194
H -0.1477 0.1758 -0.0407
H 0.1923 -0.1394 0.0863
H -0.0435 0.2472 0.0779
H 0.4236 -0.0457 0.4288
H 0.2745 0.0542 -0.0026
H -0.0021 0.0809 0.1703
H -0.1709 -0.2163 0.1318
H 0.5995 0.4502 0.9369
H -0.0077 0.2848 0.0000
H 0.0614 -0.1212 -0.0114
H -0.1850 -0.1411 0.0215
H 0.1053 -0.1978 -0.0436
H -0.0003 -0.1415 -0.0384
H -0.0213 0.1478 0.2452
H 0.0086 -0.0130 -0.0967
H -0.0883 -0.0136 0.1823
H 0.0935 -0.0152 -0.0631
H 0.0733 -0.0932 0.1785
H 0.1052 -0.3408 -0.3383
H -0.0907 -0.1307 -0.1248
H 0.0004 -0.0198 -0.0928